(w)
C6H14N2O2 in the gas phase, computed with ωB97M-V/def2-TZVPD.

Calculated values
HOMO level: -8.91 eV
Kohn-Sham gap: 0.35223 hartree

Each line ends with the natural charge from an NBO analysis.
Positions of all 24 atoms, in Å:
C1 1.8870 1.8193 0.6280  -0.74
C2 0.6654 1.8169 -0.2590  0.59
O1 -0.1229 2.7344 -0.2506  -0.55
C3 0.4238 0.6146 -1.1684  -0.18
N1 1.4973 -0.3342 -1.3657  -0.85
C4 -0.8478 -0.1441 -0.6596  -0.05
N2 -1.1018 -1.3545 -1.4039  -0.83
C5 -0.7681 -0.4813 0.8428  0.09
C6 -2.0382 -1.1981 1.2868  -0.64
O2 0.3852 -1.2693 1.0937  -0.75
H1 2.5824 1.0207 0.3922  0.22
H2 1.5625 1.7077 1.6613  0.24
H3 2.3835 2.7840 0.5448  0.24
H4 0.1646 1.0272 -2.1548  0.21
H5 2.3459 0.1301 -1.6667  0.36
H6 1.6736 -0.8417 -0.5051  0.38
H7 -1.6997 0.5325 -0.7881  0.22
H8 -1.1848 -1.1445 -2.3921  0.36
H9 -0.3058 -1.9746 -1.2921  0.37
H10 -0.6774 0.4653 1.4015  0.16
H11 -1.9829 -1.4474 2.3459  0.20
H12 -2.8996 -0.5573 1.1268  0.22
H13 -2.1653 -2.1050 0.7025  0.23
H14 0.2233 -1.8009 1.8797  0.48

(x)
2 unconnected molecules or ions with the total composition C6H14N2O2, computed with ωB97M-V/def2-TZVPD.

Calculated values
HOMO level: -8.84 eV
Kohn-Sham gap: 0.35952 hartree

Each line ends with the natural charge from an NBO analysis.
Positions of all 24 atoms, in Å:
C1 -3.1607 0.3853 1.3315  -0.65
C2 -2.8107 0.2305 -0.1073  -0.10
C3 -3.8635 -0.3582 -1.0758  -0.64
N1 -1.5916 -0.7570 -0.1318  0.29
O1 -1.8304 -1.8797 0.2982  -0.47
N2 -0.3651 -0.4142 -0.3091  0.00
O2 -0.0884 0.8611 -0.6443  -0.53
H1 -2.4451 1.0900 1.8899  0.23
H2 -4.1856 0.7983 1.4497  0.22
H3 -3.2423 -0.6465 1.7026  0.25
H4 -2.4945 1.2453 -0.6453  0.23
H5 -3.4941 -0.2889 -2.0663  0.22
H6 -4.9798 -0.0030 -0.9011  0.23
H7 -4.0094 -1.5031 -0.9399  0.24
H8 0.8217 0.7510 -0.6479  0.49
C4 3.2856 -0.5617 0.2839  -0.42
C5 3.7378 -0.4104 -0.9339  -0.18
C6 4.9193 0.4563 -1.2627  -0.67
H9 3.9338 -0.2022 1.0583  0.20
H10 2.4183 -1.1834 0.4110  0.22
H11 3.2458 -0.8973 -1.7641  0.20
H12 5.9798 0.0175 -1.1538  0.23
H13 5.0433 1.3819 -0.5622  0.21
H14 4.8444 0.8842 -2.2646  0.22

(y)
C6H14N2O2 in the gas phase, computed with ωB97M-V/def2-TZVPD.

Calculated values
HOMO level: -9.52 eV
Kohn-Sham gap: 0.36821 hartree

Each line ends with the natural charge from an NBO analysis.
Positions of all 24 atoms, in Å:
N1 -3.9797 -0.3351 0.6778  -0.84
C1 -3.1833 0.0874 -0.5498  -0.23
C2 -1.7879 -0.4655 -0.6881  -0.41
C3 -0.6194 -0.0247 0.2820  -0.43
C4 0.8370 -0.5588 -0.0030  -0.42
C5 2.1314 0.2665 0.4592  -0.17
N2 2.3855 1.6670 -0.0119  -0.91
C6 3.2577 -0.8087 0.0520  0.79
O1 2.8851 -1.9671 0.0501  -0.58
O2 4.3317 -0.1215 -0.2759  -0.67
H1 -3.5177 0.1961 1.5152  0.34
H2 -3.7853 -1.3162 1.0338  0.36
H3 -3.7638 -0.2195 -1.4457  0.20
H4 -3.2183 1.2428 -0.7743  0.19
H5 -1.8705 -1.6657 -0.6048  0.19
H6 -1.4049 -0.2070 -1.7651  0.21
H7 -0.4152 0.9409 -0.0716  0.19
H8 -0.5915 -0.2430 1.4276  0.21
H9 0.8368 -0.7415 -1.0231  0.20
H10 0.9381 -1.6194 0.3933  0.25
H11 2.1009 0.6885 1.5866  0.21
H12 2.1182 2.0312 -1.0415  0.40
H13 2.1809 2.3463 0.7518  0.39
H14 4.1343 0.8270 0.0254  0.52

Name the most stable of them. (w).

(w)
A molecular structure, C20H18ClINO11SSc, computed with ωB97M-V/def2-TZVPD.

Calculated values
net charge: -2
HOMO level: -2.57 eV
Kohn-Sham gap: 0.24713 hartree

Each line ends with the natural charge from an NBO analysis.
Positions of all 54 atoms, in Å:
Sc1 -0.5763 -0.5600 1.1886  1.60
O1 0.3528 -4.5029 3.6601  -0.69
C1 0.9942 -4.2387 2.5188  0.77
O2 0.5379 -4.4838 1.4350  -0.57
C2 2.4277 -3.7512 2.7062  -0.16
O3 2.7434 -2.4276 2.2725  -0.51
C3 2.5202 -1.3973 3.2430  -0.17
C4 1.0835 -1.2116 3.8093  0.79
O4 0.9699 -0.9918 5.0042  -0.66
O5 0.1350 -1.2868 2.9489  -0.81
H1 -0.6013 -4.5813 3.4425  0.51
H2 3.0291 -4.3998 2.0663  0.20
H3 2.7171 -3.8750 3.7579  0.17
H4 2.7468 -0.4476 2.7552  0.21
H5 3.2237 -1.5741 4.0659  0.16
C5 -2.7788 4.5613 -3.1449  -0.62
C6 -2.2947 4.0210 -1.8243  -0.03
C7 -2.8902 2.9012 -1.2550  -0.23
C8 -2.3927 2.3531 -0.0852  -0.10
C9 -1.2696 2.8996 0.5132  -0.31
C10 -0.7102 4.0565 -0.0023  -0.17
C11 -1.2257 4.6126 -1.1610  -0.22
S1 -0.5567 2.0663 1.9505  2.30
O6 -0.4766 3.1176 2.9451  -0.97
O7 -1.5428 0.9978 2.2418  -0.98
N1 0.7638 1.2584 1.7135  -0.98
C12 1.7315 1.8799 0.8313  -0.36
C13 1.2284 1.7374 -0.6428  0.77
O8 1.8275 2.3583 -1.5321  -0.75
O9 0.2079 1.0036 -0.7566  -0.79
H6 -3.6794 4.0367 -3.4646  0.20
H7 -2.0088 4.4188 -3.9061  0.22
H8 -2.9983 5.6297 -3.0863  0.20
H9 -3.7286 2.4225 -1.7486  0.20
H10 -2.8655 1.4907 0.3597  0.24
H11 0.1383 4.5138 0.4893  0.22
H12 -0.7647 5.5017 -1.5759  0.20
H13 2.6869 1.3605 0.9369  0.21
H14 1.8936 2.9390 1.0676  0.19
Cl1 0.5945 -3.5289 -5.6125  -0.07
C14 0.5704 -2.8833 -3.9877  -0.12
C15 1.7129 -3.0299 -3.1847  -0.18
C16 1.7081 -2.5688 -1.9006  -0.29
C17 0.5580 -1.9399 -1.3268  0.56
O10 0.5563 -1.5914 -0.1138  -0.75
C18 -0.5638 -1.7529 -2.2011  -0.30
C19 -1.6952 -1.0087 -1.7416  0.48
O11 -1.8765 -0.5817 -0.6086  -0.59
C20 -0.5408 -2.2451 -3.5160  -0.15
H15 2.5869 -3.5197 -3.5943  0.21
H16 2.5688 -2.6825 -1.2544  0.22
H17 -2.4751 -0.8122 -2.5015  0.11
H18 -1.4178 -2.1260 -4.1417  0.21
I1 -2.8851 -2.1371 1.9478  -0.62

(x)
A molecular structure, C20H18ClINO11SSc, computed with ωB97M-V/def2-TZVPD.

Calculated values
net charge: -2
HOMO level: -2.58 eV
Kohn-Sham gap: 0.24333 hartree

Each line ends with the natural charge from an NBO analysis.
Positions of all 54 atoms, in Å:
Sc1 0.6316 0.2020 0.3231  1.73
O1 4.1946 3.4319 -1.9534  -0.71
C1 3.2653 2.4378 -1.9238  0.78
O2 3.5680 1.2899 -1.8507  -0.55
C2 1.8631 3.0107 -2.0167  -0.16
O3 0.8411 2.0987 -1.7115  -0.51
C3 0.4890 1.2352 -2.7984  -0.19
C4 1.0967 -0.1646 -2.6701  0.79
O4 1.4295 -0.7715 -3.6788  -0.68
O5 1.1227 -0.6166 -1.4702  -0.83
H1 5.0449 2.9838 -1.8417  0.49
H2 1.7928 3.8562 -1.3352  0.23
H3 1.7551 3.3936 -3.0432  0.18
H4 -0.5953 1.1184 -2.7441  0.24
H5 0.7797 1.6815 -3.7543  0.17
C5 -1.7373 -5.7789 -3.2945  -0.62
C6 -1.4272 -5.0518 -2.0150  -0.04
C7 -2.2362 -5.1874 -0.8975  -0.23
C8 -1.9510 -4.5019 0.2796  -0.23
C9 -0.8420 -3.6792 0.3429  -0.25
C10 -0.0186 -3.5350 -0.7687  -0.18
C11 -0.3155 -4.2132 -1.9345  -0.21
S1 -0.4660 -2.7380 1.8201  2.34
O6 0.9168 -3.0082 2.1013  -0.95
O7 -1.4536 -3.1480 2.8033  -1.00
N1 -0.6454 -1.2218 1.3855  -1.08
C12 -2.0555 -0.8314 1.2602  -0.34
C13 -2.3103 0.0722 0.0497  0.79
O8 -3.4670 0.3512 -0.2560  -0.71
O9 -1.2591 0.4620 -0.5696  -0.82
H6 -2.6547 -6.3619 -3.2024  0.20
H7 -0.9307 -6.4629 -3.5681  0.21
H8 -1.8625 -5.0785 -4.1225  0.21
H9 -3.1106 -5.8278 -0.9462  0.19
H10 -2.5794 -4.5984 1.1539  0.23
H11 0.8317 -2.8679 -0.7346  0.26
H12 0.3156 -4.0663 -2.8026  0.21
H13 -2.3945 -0.2992 2.1578  0.20
H14 -2.7161 -1.6985 1.1544  0.21
Cl1 -0.4177 6.2008 5.2930  -0.07
C14 -0.2622 4.9041 4.1215  -0.12
C15 -1.3329 4.0296 3.9108  -0.22
C16 -1.2166 3.0103 3.0037  -0.23
C17 -0.0291 2.8053 2.2397  0.45
O10 0.0496 1.8109 1.4425  -0.78
C18 1.0262 3.7338 2.4540  -0.28
C19 2.2736 3.7307 1.6971  0.45
O11 2.5375 3.0862 0.7108  -0.55
C20 0.8973 4.7508 3.4100  -0.17
H15 -2.2456 4.1538 4.4796  0.21
H16 -2.0287 2.3156 2.8401  0.22
H17 3.0522 4.3811 2.1542  0.08
H18 1.7280 5.4290 3.5685  0.21
I1 3.0590 -0.2579 1.7467  -0.60

Name the most stable of them. (x).

(w)
2 unconnected molecules or ions with the total composition C4H16N6, computed with ωB97M-V/def2-TZVPD.

Calculated values
net charge: +2
HOMO level: -17.46 eV
Kohn-Sham gap: 0.42924 hartree

Each line ends with the natural charge from an NBO analysis.
Positions of all 26 atoms, in Å:
C1 1.4984 2.3966 0.3993  -0.44
C2 -0.1677 3.1448 -1.2487  0.68
N1 -1.3824 3.6555 -1.4133  -0.75
N2 0.4082 3.2886 -0.0324  -0.55
N3 0.4797 2.5270 -2.2154  -0.75
H1 -1.6444 4.3714 -0.7494  0.43
H2 -1.8017 3.7616 -2.3248  0.43
H3 -0.2802 3.2846 0.7091  0.41
H4 1.3301 2.0084 -2.0902  0.44
H5 0.1578 2.6993 -3.1569  0.43
H6 1.4999 1.3836 -0.0118  0.19
H7 1.4409 2.1961 1.4588  0.24
H8 2.4641 2.8296 0.1434  0.24
C3 1.2740 -2.5961 1.5903  -0.44
C4 -0.8882 -3.0142 0.4542  0.67
N4 0.4088 -3.2649 0.6281  -0.54
N5 -1.4559 -3.0999 -0.7449  -0.76
N6 -1.6647 -2.7838 1.5110  -0.76
H9 0.8850 -3.5557 -0.2150  0.42
H10 -0.9084 -3.1663 -1.5900  0.42
H11 -2.3953 -3.4823 -0.7889  0.44
H12 -1.2650 -2.9529 2.4201  0.43
H13 -2.5144 -2.2486 1.4597  0.44
H14 0.8059 -2.5246 2.5784  0.22
H15 1.6422 -1.6188 1.2965  0.21
H16 2.0730 -3.2387 1.9328  0.26

(x)
2 unconnected molecules or ions with the total composition C4H16N6, computed with ωB97M-V/def2-TZVPD.

Calculated values
net charge: +2
HOMO level: -17.69 eV
Kohn-Sham gap: 0.43070 hartree

Each line ends with the natural charge from an NBO analysis.
Positions of all 26 atoms, in Å:
C1 -1.8672 -1.8764 -0.0545  -0.49
C2 -1.5860 -0.3025 1.7404  0.69
N1 -2.3361 -0.8204 0.7951  -0.52
N2 -0.4377 -0.9542 2.1627  -0.86
N3 -1.8698 0.8250 2.3913  -0.73
H1 -3.2464 -0.3829 0.6665  0.43
H2 0.2891 -1.0374 1.4758  0.41
H3 -0.3319 -1.2287 3.1263  0.45
H4 -2.7603 1.2952 2.2801  0.42
H5 -1.3948 1.2145 3.1906  0.45
H6 -1.0593 -1.6769 -0.7262  0.21
H7 -2.7628 -2.3760 -0.4812  0.27
H8 -1.7662 -2.8624 0.4311  0.26
C3 1.3178 2.2672 -0.4577  -0.46
C4 1.7867 0.1537 -1.5875  0.68
N4 2.0687 1.0007 -0.5953  -0.57
N5 0.6651 0.2880 -2.2943  -0.78
N6 2.5801 -0.9163 -1.7538  -0.75
H9 2.9918 1.0877 -0.1947  0.44
H10 0.0217 1.0635 -2.2022  0.44
H11 0.5618 -0.1804 -3.1829  0.44
H12 3.4819 -0.9250 -1.3082  0.44
H13 2.2226 -1.5802 -2.4213  0.43
H14 1.4796 3.0887 -1.1435  0.25
H15 1.6755 2.8432 0.4443  0.26
H16 0.2764 1.9925 -0.3009  0.20

Name the most stable of them. (w).